# 1
Below is 5 unconnected molecules or ions with the total composition C5H20NO5 in a non-equilibrium geometry, with properties calculated with wB97M-V/def2-TZVPD.

```
31
Properties=species:S:1:pos:R:3:mulliken_charge:R:1
O 2.2317 -0.2591 -2.7475 -0.651
O 1.3812 -0.2705 -0.0810 -0.961
O 1.5213 -1.8751 2.0414 -0.725
O -0.3248 -1.4883 -1.5734 -0.959
O -0.8378 0.4065 -3.4208 -0.744
N 0.1696 1.5670 0.4819 -0.368
C -1.6025 -0.1550 0.8241 -0.237
C -2.1927 -1.0994 2.0427 -1.264
C 1.5057 1.0120 -0.1684 -0.288
C -1.5550 2.0350 2.1699 -1.534
C -0.6248 0.8991 1.4943 0.042
H -3.2570 -1.3702 1.8229 0.320
H 0.6733 -1.6325 1.8335 0.273
H -2.1118 -0.6192 3.0133 0.284
H -2.3416 0.3397 0.2451 0.598
H 2.3363 1.4011 0.4281 0.173
H 0.4180 -0.9780 -1.0517 0.348
H -0.9656 -0.4415 -2.8318 0.530
H -0.9522 -0.9417 0.1062 -0.071
H -2.4503 2.3200 1.5521 0.293
H -1.8940 1.5458 2.9583 0.494
H 0.0786 0.3421 2.1014 0.416
H 1.9660 -1.1682 1.5348 0.386
H -0.5325 1.8813 -0.2457 0.299
H 2.0905 -0.5586 -1.8792 0.345
H -1.6570 -2.0336 2.0774 0.402
H 0.2385 -1.9667 -2.2174 0.423
H -0.8034 2.6935 2.5596 0.444
H 0.0253 0.4390 -2.8894 0.230
H 1.5441 1.4863 -1.2876 0.238
H 1.4509 0.0343 -3.1274 0.261
```

Summary:
HOMO level = -0.1477 hartree
DFT total energy = -633.395752 Ha
maximum force = 5.1 eV/Å
LUMO = 3.571 eV
total charge = -1
2S+1 = 1
gap between HOMO and LUMO = 7.6 eV


# 2
Below is 6 unconnected molecules or ions with the total composition C5H21Br4N3O3 in a non-equilibrium geometry, with properties calculated with wB97M-V/def2-TZVPD.

```
36
Properties=species:S:1:pos:R:3:mulliken_charge:R:1
Br 0.8206 -4.1636 0.0075 -0.130
Br 3.4756 0.8897 3.7800 -0.153
Br -1.1123 1.3040 4.1169 -0.215
Br 1.4814 -2.0708 -2.7697 -0.152
O 0.7132 -0.7077 0.9414 -0.255
O -0.9186 -0.5532 -0.4977 -0.858
O -0.0164 1.2722 0.1404 -0.459
N -0.8178 0.4338 -2.9807 -0.777
N -0.1412 3.8489 -0.5163 -1.033
N -3.2579 1.2449 0.2795 -0.970
C 1.4436 -4.0304 -2.9759 -0.569
C 1.5332 0.9875 3.4745 -0.503
C -0.0791 0.0312 0.1933 0.859
C 0.7168 1.0669 4.7812 -0.405
C 1.8313 -4.8014 -1.6678 -0.638
H -0.5981 3.7548 -1.4121 0.556
H 1.4811 -5.8231 -1.8147 0.374
H 0.4044 -4.2583 -3.2132 0.363
H 0.7143 0.1523 5.3741 0.373
H 2.1036 -4.3435 -3.7849 0.401
H -1.5181 -0.0035 -3.5626 0.463
H 0.1011 0.2117 -3.3362 0.316
H 1.3053 1.8344 2.8273 0.296
H 0.9736 1.9500 5.3662 0.371
H -0.9617 -0.0033 -2.0816 0.145
H -3.4750 1.5776 1.2081 0.341
H 0.0129 2.9031 -0.1971 0.120
H 0.7090 4.3526 -0.7246 0.439
H -0.7209 4.3680 0.1277 0.493
H 2.8931 -4.7146 -1.4373 0.384
H -3.3042 1.9789 -0.4127 0.592
H -1.0107 1.4231 -2.9166 0.381
H 0.4445 -1.5245 0.5144 0.158
H -2.4701 0.6298 0.1336 0.044
H -4.1074 0.7376 0.0770 0.442
H 1.3511 0.0448 2.9585 0.207
```

Summary:
HOMO level (alpha / beta) = -0.2569 / -0.4411 hartree
DFT total energy = -10888.845660 Ha
maximum force = 3.4 eV/Å
LUMO (alpha / beta) = -2.748 / -3.150 eV
total charge = +1
2S+1 = 2
gap between HOMO and LUMO (alpha / beta) = 4.2 / 8.9 eV
⟨S²⟩ = 0.750


# 3
Below is 4 unconnected molecules or ions with the total composition C5H21N2O3 in a non-equilibrium geometry, with properties calculated with wB97M-V/def2-TZVPD.

```
31
Properties=species:S:1:pos:R:3:mulliken_charge:R:1
O -2.0294 2.1666 2.6336 -0.683
O -1.7908 -0.5218 2.8808 -0.635
O 0.7931 1.8816 2.3164 -0.620
N 0.9005 -1.6501 -3.2184 -0.532
N -0.7214 1.9998 -0.3356 -0.134
C 1.8554 -1.1497 -1.0034 -0.680
C 0.8099 -0.9331 0.0210 -0.158
C -0.5304 0.8303 -1.3377 -0.521
C 1.5819 -2.2529 -2.0742 -0.633
C -0.5233 -0.4989 -0.5099 -1.122
H -1.4155 1.7176 0.3012 0.256
H 1.1107 -2.2595 -4.0039 0.271
H -2.8371 2.4556 3.1597 0.330
H -2.3582 -0.9069 3.5222 0.269
H 2.6352 -2.4785 -2.4438 0.405
H -0.8218 2.9405 -0.7751 0.392
H 1.4972 2.5482 2.3014 0.295
H 2.8930 -1.3611 -0.5422 0.350
H -0.8602 -1.3100 -1.1983 0.224
H 2.0219 -0.1174 -1.4498 0.266
H 1.1580 -3.1471 -1.6687 0.273
H -1.9929 1.2223 2.7360 0.417
H 0.0087 2.0566 0.4297 0.253
H 1.1945 -0.2706 0.9318 0.093
H -1.2431 -0.3730 0.1674 0.792
H -1.3431 0.8837 -2.1171 0.298
H 0.1125 2.2023 2.9947 0.324
H 0.4956 0.8587 -1.9489 0.332
H 0.5711 -1.8098 0.7185 0.376
H -1.0208 -1.0461 2.5844 0.303
H -0.1513 -1.6775 -3.0716 0.199
```

Summary:
HOMO level = -0.4578 hartree
DFT total energy = -538.060960 Ha
maximum force = 5.0 eV/Å
LUMO = -2.800 eV
total charge = +1
2S+1 = 1
gap between HOMO and LUMO = 9.7 eV


# 4
Below is 5 unconnected molecules or ions with the total composition C5H21NO4 in a non-equilibrium geometry, with properties calculated with wB97M-V/def2-TZVPD.

```
31
Properties=species:S:1:pos:R:3:mulliken_charge:R:1
O 2.1088 -1.5279 1.0552 -0.731
O 2.8282 0.8649 0.4746 -0.748
O -1.0352 -2.3971 0.1802 -0.676
O 0.1683 -2.4750 2.6526 -0.757
N 0.6235 -0.3038 -2.7143 -0.584
C -2.5493 1.0788 1.2938 -1.422
C -1.6942 1.6432 -0.9600 -0.424
C 0.5755 0.6013 -1.5910 1.227
C -0.4281 1.7144 -1.8543 -0.973
C -1.4502 1.6769 0.5104 0.383
H 2.3539 1.5415 0.9886 0.323
H -0.0570 2.8196 -1.8760 0.298
H -2.5419 2.3254 -1.2162 0.418
H -2.4114 1.1797 2.3762 0.395
H 1.5542 1.0741 -1.4687 0.274
H 0.3797 0.2096 -0.5546 -1.017
H -3.5579 1.3875 0.9938 0.336
H -0.2326 -2.1587 -0.2973 0.264
H -0.7263 -2.5388 1.1099 0.435
H -1.2311 2.7068 0.9400 0.302
H -0.7524 1.6516 -2.9188 0.384
H -0.5129 1.1927 0.8112 -0.197
H 1.4267 -0.9458 0.6857 0.377
H 1.4612 -0.7232 -3.0770 0.202
H -0.2954 -0.6987 -2.5578 0.259
H -2.5316 -0.0552 1.2338 0.255
H -1.9774 0.5980 -1.2805 0.179
H 2.8835 -0.9528 1.1307 0.326
H 1.0982 -2.3446 2.3315 0.396
H -0.0336 -1.5372 2.7758 0.333
H 2.3959 0.8965 -0.4115 0.163
```

Summary:
HOMO level = -0.3504 hartree
DFT total energy = -558.747513 Ha
structure (SMILES) = CCCCCN.O.O.O.O
maximum force = 3.7 eV/Å
LUMO = 0.257 eV
2S+1 = 1
gap between HOMO and LUMO = 9.8 eV


# 5
Below is 6 unconnected molecules or ions with the total composition C5H21NO6S in a non-equilibrium geometry, with properties calculated with wB97M-V/def2-TZVPD.

```
34
Properties=species:S:1:pos:R:3:mulliken_charge:R:1
S -3.2261 1.2846 -1.2980 -0.252
O -1.3227 -3.2849 -0.2941 -0.624
O 1.8928 -2.0358 1.3094 -0.588
O -0.0205 2.2403 -3.6265 -0.642
O -1.8263 -1.6474 2.4372 -0.576
O 1.6239 0.0552 -3.1476 -0.645
O 0.1268 0.6859 3.1954 -0.705
N 0.5370 -0.4419 0.2906 0.174
C -0.9578 1.5635 0.4896 -0.718
C -2.2765 0.7615 0.1795 -0.378
C 3.0139 0.0321 0.6697 -1.103
C 1.8883 -0.9465 0.7745 0.722
C 0.2692 0.9277 -0.1271 0.322
H -0.0101 0.1490 2.3349 0.122
H -2.1724 -0.3608 0.1837 0.057
H 3.7344 -0.2802 1.4369 0.390
H 1.1290 1.5898 0.0172 0.162
H -1.8673 -2.5727 2.4799 0.286
H -0.6568 2.1971 -2.8464 0.372
H -2.8938 0.9984 1.0894 0.305
H 1.6959 -0.8004 -3.6651 0.320
H 3.5233 -0.0997 -0.3105 0.281
H 2.7567 1.2028 0.7209 0.257
H 0.8583 1.2784 3.3122 0.317
H -1.0750 -1.5075 3.0939 0.302
H 0.5900 1.6215 -3.3787 0.330
H -1.0981 2.6885 0.2169 0.418
H 2.1564 -0.2701 -2.4237 0.263
H -3.0818 0.2127 -2.3454 0.149
H -2.0820 -3.6294 -0.8946 0.315
H 0.2770 1.0042 -1.2375 -0.549
H -0.5173 -3.2976 -0.8704 0.306
H -0.8055 1.7842 1.6544 0.447
H -0.1826 -1.1026 0.5795 0.164
```

Summary:
HOMO level = -0.3319 hartree
DFT total energy = -1107.405796 Ha
structure (SMILES) = CC(=O)NCCCS.O.O.O.O.O
maximum force = 4.7 eV/Å
LUMO = -0.020 eV
2S+1 = 1
gap between HOMO and LUMO = 9.0 eV


# 6
Below is 6 unconnected molecules or ions with the total composition C5H22NO6 in a non-equilibrium geometry, with properties calculated with wB97M-V/def2-TZVPD.

```
34
Properties=species:S:1:pos:R:3:mulliken_charge:R:1
O -2.9923 -0.9402 -0.3559 -0.603
O -1.0049 2.8186 2.5661 -0.628
O 1.8540 2.7182 -0.1854 -0.701
O -0.5776 3.0649 -3.0361 -0.677
O 1.2297 0.0801 -3.7916 -0.795
O 0.4036 1.0922 -1.6588 -0.561
N 0.7799 -1.0478 -0.9501 -0.318
C 1.6520 -1.1513 0.2173 -0.719
C 1.0274 -1.8211 1.4230 -0.361
C -0.9591 -1.6904 3.0439 -1.415
C -0.4535 -1.8639 1.5721 0.398
C -0.1159 0.1726 -0.8760 -0.300
H -0.4784 -2.4594 3.6029 0.398
H -0.2695 2.2604 1.9986 0.369
H 2.0984 -0.2363 0.5198 0.264
H 1.4668 3.6342 -0.5133 0.345
H 0.0842 2.6330 -2.3573 0.396
H 1.3774 -2.8643 1.1362 0.192
H -1.1571 -1.2306 0.9739 -0.422
H 1.0720 0.3905 -2.7449 0.252
H 1.5460 -1.5536 2.4192 0.296
H -2.1273 -1.3737 -0.4179 0.357
H -3.6048 -1.0924 -0.9377 0.250
H 1.3141 2.3451 -0.9501 0.353
H -0.6854 -0.6375 3.4176 0.273
H 1.1931 -1.1920 -1.9104 0.328
H -1.9626 -2.0129 2.9599 0.386
H 2.5117 -1.8785 -0.0082 0.385
H -0.8422 -2.8626 1.2385 0.305
H 0.5238 0.3998 -4.2920 0.240
H -0.3047 0.4639 0.1658 0.206
H -0.6195 3.5983 2.6229 0.268
H -0.9531 2.3848 -3.4548 0.213
H -1.0262 -0.1483 -1.4372 0.025
```

Summary:
HOMO level = -0.1697 hartree
DFT total energy = -709.799562 Ha
maximum force = 8.3 eV/Å
LUMO = 3.264 eV
total charge = -1
2S+1 = 1
gap between HOMO and LUMO = 7.9 eV


What is the formula in the sixth record? C5H22NO6


What is the 2S+1 in the first record? 1